# 1
A structure of composition H12O6Rb. Source: the OMol25 dataset; level of theory: ωB97M-V with the def2-TZVPD basis set.

Structure (XYZ):
```
19
Properties=species:S:1:pos:R:3
Rb 4.073 10.338 -7.477
O 3.897 10.038 -12.250
H 3.220 10.268 -12.886
H 4.205 9.175 -12.528
O 0.991 13.618 -8.398
H 0.728 14.008 -9.231
H 0.604 14.187 -7.733
O 3.690 7.980 -3.633
H 3.009 8.010 -2.961
H 4.470 8.325 -3.199
O 8.148 8.559 -9.144
H 8.852 9.037 -8.706
H 8.535 7.711 -9.364
O 6.094 13.437 -4.422
H 5.855 14.114 -3.790
H 6.785 13.836 -4.952
O -0.756 9.118 -8.459
H -0.665 10.066 -8.362
H -1.358 9.009 -9.195
```

As for the energy relative to the best compared isomer or geometry (same formula, charge and spin): 21.4 kcal per mole. The molar mass comes out at 193.56 g/mol. Its gap between HOMO and LUMO is 10.48 eV. Its spin multiplicity is 1. The HOMO energy comes out at -14.0 eV. The value obtained for the maximum force is 0.0088 Eh/bohr. Its total charge is +1.



# 2
A structure of composition H12O6Tl in a non-equilibrium geometry. Source: the OMol25 dataset; level of theory: ωB97M-V with the def2-TZVPD basis set.

Structure (XYZ):
```
19
Properties=species:S:1:pos:R:3
Tl 24.042 12.216 22.604
O 25.459 13.871 20.767
H 24.936 14.215 20.020
H 26.393 13.970 20.483
O 26.529 11.184 21.840
H 27.084 11.544 21.117
H 26.843 10.262 21.976
O 24.301 11.386 19.914
H 24.642 10.525 19.583
H 23.674 11.690 19.221
O 24.149 9.385 22.284
H 23.855 9.053 23.156
H 24.359 8.570 21.779
O 22.486 13.608 20.617
H 22.689 14.139 19.825
H 21.601 13.227 20.437
O 26.088 13.620 23.820
H 26.722 14.366 23.697
H 26.500 13.021 24.479
```

As for the energy relative to the best compared isomer or geometry (same formula, charge and spin): 86.6 kcal per mole. The molar mass comes out at 312.47 g/mol. Its gap between HOMO and LUMO is 4.49 eV. Its spin multiplicity is 1. The HOMO energy comes out at -23.9 eV. The value obtained for the maximum force is 0.0737 Eh/bohr. Its total charge is +3.



# 3
A cluster of 6 separate species, H13NO5 in total in a non-equilibrium geometry. Source: the OMol25 dataset; level of theory: ωB97M-V with the def2-TZVPD basis set.

Structure (XYZ):
```
19
Properties=species:S:1:pos:R:3
N 0.495 1.154 -1.571
H -0.232 0.621 -1.111
H 0.668 0.745 -2.480
H 0.194 2.109 -1.702
H -0.131 -1.998 -0.512
H -1.311 -2.680 -1.167
O -0.837 -1.861 -1.161
H 1.449 -1.839 1.923
H 1.631 -1.098 0.600
O 0.976 -1.638 1.132
H 2.169 0.574 -0.693
H 2.820 0.869 0.678
O 2.678 0.170 0.054
H -1.817 1.583 0.921
H -2.617 2.304 -0.154
O -1.957 2.454 0.543
H -0.589 -0.542 1.534
H -2.129 -0.788 1.476
O -1.460 -0.140 1.691
```

As for the energy relative to the best compared isomer or geometry (same formula, charge and spin): 7.2 kcal per mole. The molar mass comes out at 107.11 g/mol. Its gap between HOMO and LUMO is 11.07 eV. Its spin multiplicity is 1. The HOMO energy comes out at -10.5 eV. The value obtained for the maximum force is 0.0301 Eh/bohr. Its total charge is 0.